{"formula": "C24H21BiBr3N7O6", "method": "wB97M-V/def2-TZVPD", "lumo_ev": 0.03, "homo_lumo_gap_ev": 8.2451, "homo_ev": -8.22, "energy_ha": -9698.409536, "spin_multiplicity": 1, "species": ["Bi", "N", "N", "C", "N", "N", "N", "O", "O", "H", "H", "H", "H", "H", "C", "C", "C", "C", "C", "Br", "N", "C", "H", "H", "H", "H", "H", "H", "Br", "C", "C", "C", "C", "C", "C", "C", "C", "C", "C", "H", "H", "H", "H", "H", "H", "Br", "C", "C", "C", "C", "C", "C", "C", "O", "O", "H", "H", "H", "H", "O", "N", "O"], "coordinates": [[0.11485, -0.31457, 0.19657], [-2.57760, 2.21275, 1.24339], [-3.46396, 1.47691, 0.44185], [-3.21530, 1.25205, -0.87039], [-4.24211, 0.81580, -1.60775], [-1.96985, 1.51515, -1.25973], [-1.64308, 1.33871, -2.58745], [-0.47117, 1.50999, -2.84210], [-2.48297, 1.07592, -3.44872], [-2.02022, 2.80312, 0.63419], [-1.95357, 1.56230, 1.71301], [-4.42527, 1.56614, 0.72098], [-5.09611, 0.52318, -1.17019], [-4.02484, 0.59492, -2.56925], [2.71465, 1.07948, 5.38904], [1.41163, 0.58243, 4.82539], [0.53886, -0.20292, 5.57249], [-0.64194, -0.65403, 5.01661], [-0.90311, -0.30006, 3.70501], [-2.47756, -0.95015, 2.86951], [-0.10765, 0.44851, 2.96962], [1.02998, 0.88103, 3.53014], [2.54249, 1.82055, 6.17054], [3.32506, 1.53879, 4.61360], [3.28056, 0.25628, 5.82522], [0.79413, -0.47281, 6.59057], [-1.33283, -1.27596, 5.56543], [1.67362, 1.47011, 2.88699], [1.96497, -0.86618, -2.07907], [2.78437, 0.82985, -2.13085], [3.77034, 1.05692, -3.03937], [4.38701, 2.32465, -3.09058], [3.98518, 3.31105, -2.24291], [2.95577, 3.08224, -1.29558], [2.52849, 4.12035, -0.43290], [1.52844, 3.90807, 0.46443], [0.92086, 2.63333, 0.54391], [1.30191, 1.58772, -0.25591], [2.33289, 1.80927, -1.21047], [4.07383, 0.27231, -3.71819], [5.17117, 2.50501, -3.81355], [4.44419, 4.29146, -2.28410], [3.00660, 5.08946, -0.51171], [1.19700, 4.70889, 1.11406], [0.12940, 2.50068, 1.27540], [-3.31493, -7.20833, -4.45220], [-2.56098, -5.73381, -3.52682], [-3.12444, -4.47859, -3.68481], [-2.56795, -3.40542, -3.00580], [-1.46933, -3.59158, -2.18042], [-0.91834, -4.85839, -2.03419], [-1.46037, -5.94025, -2.71041], [-0.87097, -2.42903, -1.44926], [0.10245, -2.62054, -0.67246], [-1.35787, -1.27825, -1.64320], [-3.97915, -4.34687, -4.33294], [-2.97474, -2.41051, -3.12032], [-0.06356, -4.98299, -1.38191], [-1.03663, -6.92894, -2.60599], [2.06849, -1.00800, 1.09651], [1.90767, -1.93021, 1.99917], [0.76156, -2.16701, 2.28790]], "nbo_charge": [1.755, -0.636, -0.429, 0.616, -0.789, -0.501, 0.640, -0.371, -0.454, 0.375, 0.364, 0.385, 0.399, 0.449, -0.631, -0.044, -0.126, -0.268, 0.183, 0.085, -0.521, 0.049, 0.225, 0.227, 0.229, 0.222, 0.240, 0.216, 0.181, -0.051, -0.224, -0.202, -0.203, 0.032, -0.205, -0.206, -0.285, -0.380, -0.174, 0.227, 0.219, 0.212, 0.212, 0.212, 0.198, 0.053, -0.062, -0.254, -0.165, -0.096, -0.163, -0.252, 0.759, -0.755, -0.770, 0.227, 0.234, 0.240, 0.229, -0.654, 0.394, -0.413]}

=====

{"formula": "C15H18O", "method": "wB97M-V/def2-TZVPD", "lumo_ev": 0.67, "homo_lumo_gap_ev": 9.0909, "homo_ev": -8.43, "energy_ha": -657.480850, "spin_multiplicity": 1, "species": ["C", "C", "C", "C", "C", "C", "O", "C", "C", "H", "H", "H", "H", "H", "H", "H", "H", "H", "H", "C", "C", "C", "C", "C", "C", "C", "H", "H", "H", "H", "H", "H", "H", "H"], "coordinates": [[-4.29208, 0.79996, -0.91259], [-3.06217, 1.41093, -0.39748], [-2.19533, 0.81411, 0.64377], [-1.87721, 1.29854, 1.90041], [-1.26987, 0.47923, 2.88272], [-0.51264, -0.59776, 2.36189], [-0.00907, -1.72528, 3.01647], [-0.70059, -0.96277, 1.01916], [-1.68925, -0.47792, 0.23702], [-4.56590, -0.11513, -0.23227], [-3.99923, 0.51325, -1.92718], [-5.04374, 1.58402, -0.98578], [-2.37253, 1.70037, -1.26475], [-3.47768, 2.35529, -0.04627], [-2.23829, 2.38437, 2.19842], [-1.28716, 0.79688, 3.86527], [0.80969, -1.37410, 3.61591], [0.08214, -1.58145, 0.54230], [-1.99553, -0.72537, -0.81405], [1.24737, 1.08213, -1.81723], [2.48661, 0.22794, -1.44172], [3.09189, 0.45126, -0.21823], [3.73620, -0.61027, 0.39486], [3.85188, -1.90061, -0.25941], [3.29113, -2.11413, -1.52387], [2.55777, -1.07384, -2.07560], [1.18446, 1.35223, -2.84479], [1.26417, 2.11044, -1.45510], [0.42410, 0.39942, -1.61061], [2.95061, 1.28141, 0.40591], [3.91221, -0.59288, 1.50019], [4.26936, -2.78029, 0.16608], [3.45820, -3.17873, -1.92305], [1.97045, -1.23125, -3.00039]], "nbo_charge": [-0.608, -0.433, -0.025, -0.207, -0.256, 0.243, -0.678, -0.216, -0.213, 0.218, 0.209, 0.217, 0.201, 0.209, 0.211, 0.217, 0.472, 0.222, 0.216, -0.647, 0.012, -0.236, -0.197, -0.225, -0.214, -0.228, 0.214, 0.224, 0.229, 0.215, 0.210, 0.209, 0.222, 0.212]}

=====

{"formula": "C21H26BrN3O4Te4Ti", "method": "wB97M-V/def2-TZVPD", "lumo_ev": [3.78, 3.78], "homo_lumo_gap_ev": [4.1488, 4.1143], "homo_ev": [-0.36, -0.33], "energy_ha": -5776.688734, "spin_multiplicity": 1, "total_charge": -2, "species": ["Ti", "C", "C", "O", "C", "C", "C", "N", "N", "C", "O", "C", "C", "C", "C", "C", "C", "H", "H", "H", "H", "H", "H", "H", "H", "H", "H", "H", "H", "C", "O", "C", "C", "O", "C", "H", "H", "H", "H", "H", "H", "H", "H", "H", "H", "Te", "Te", "Te", "Te", "Br", "C", "C", "C", "N", "C", "C", "H", "H", "H", "H"], "coordinates": [[-0.29749, 0.02344, -0.07593], [-2.14980, -2.33508, -2.14682], [-2.02837, -0.97973, -1.50460], [-2.00012, -0.97402, -0.17944], [-1.84312, 0.15976, -2.21637], [-1.80760, 1.50782, -1.61865], [-2.89474, 1.96495, -0.67895], [-0.93271, 2.38503, -1.95034], [0.02104, 2.07256, -2.88559], [0.89223, 1.15868, -2.62261], [0.92870, 0.37199, -1.58615], [1.97820, 0.96725, -3.62960], [2.87185, -0.09042, -3.49024], [3.89258, -0.28186, -4.41099], [4.03518, 0.58312, -5.48660], [3.14560, 1.64497, -5.63000], [2.12966, 1.83625, -4.71095], [-3.06251, -2.81844, -1.79033], [-2.17899, -2.26916, -3.23452], [-1.30759, -2.96062, -1.84201], [-1.63102, 0.09810, -3.27954], [-3.75915, 2.28672, -1.27083], [-3.21436, 1.16058, -0.01774], [-2.53807, 2.81604, -0.09638], [2.75585, -0.75475, -2.64398], [4.58252, -1.10804, -4.28422], [4.83447, 0.43732, -6.20371], [3.25402, 2.33159, -6.46177], [1.43731, 2.66305, -4.79790], [3.80496, 2.29066, -0.63575], [4.02459, 1.05393, 0.01018], [4.89355, 1.18724, 1.10529], [4.88107, -0.07184, 1.93540], [3.66017, -0.14668, 2.61289], [3.56774, -1.26130, 3.46885], [3.50878, 3.06439, 0.08072], [2.99781, 2.15276, -1.35012], [4.70955, 2.62169, -1.16524], [4.56952, 2.01724, 1.74781], [5.91786, 1.39907, 0.75708], [5.71698, -0.02787, 2.65430], [5.03488, -0.95662, 1.29750], [3.71492, -2.19949, 2.91757], [4.32224, -1.20257, 4.26683], [2.56620, -1.25268, 3.89880], [0.83828, 2.33859, 1.49164], [-0.24492, 4.79969, 1.08029], [-0.37437, -0.68021, 4.72103], [-1.21742, 0.94495, 2.76362], [2.99311, -5.55627, 1.52805], [2.12263, -3.89731, 1.19484], [0.90146, -3.61935, 1.76313], [0.30770, -2.39449, 1.50730], [0.85773, -1.46486, 0.69133], [2.10697, -1.72461, 0.23235], [2.74977, -2.92541, 0.43178], [0.41207, -4.31467, 2.43001], [-0.63499, -2.13497, 1.96869], [2.57867, -0.92367, -0.32169], [3.73294, -3.08460, 0.00985]], "nbo_charge": [1.186, -0.649, 0.337, -0.805, -0.429, 0.152, -0.652, -0.192, -0.374, 0.524, -0.849, -0.096, -0.136, -0.241, -0.234, -0.232, -0.176, 0.215, 0.203, 0.219, 0.227, 0.203, 0.238, 0.266, 0.221, 0.200, 0.194, 0.197, 0.238, -0.245, -0.540, -0.074, -0.067, -0.529, -0.259, 0.183, 0.210, 0.149, 0.186, 0.146, 0.150, 0.162, 0.159, 0.143, 0.240, -0.006, -0.691, -0.721, -0.008, -0.011, -0.115, -0.270, 0.001, -0.574, -0.017, -0.290, 0.228, 0.248, 0.242, 0.219]}

=====

{"formula": "C3H7O4Tl", "method": "wB97M-V/def2-TZVPD", "lumo_ev": [-20.22, -20.23], "homo_lumo_gap_ev": [2.9037, 2.6967], "homo_ev": [-23.12, -22.92], "energy_ha": -590.337517, "spin_multiplicity": 2, "total_charge": 3, "species": ["Tl", "O", "H", "C", "O", "C", "O", "O", "C", "H", "H", "H", "H", "H", "H"], "coordinates": [[0.98118, -3.03754, -2.40489], [-1.27232, -4.61659, -2.28195], [-2.18904, -4.30022, -2.40055], [-1.58564, 2.02883, 0.69445], [-1.40353, 0.77154, 0.07184], [-0.11157, 0.12810, 0.13867], [0.23310, -0.73468, -0.66328], [0.70708, 0.73315, 0.98996], [2.10774, 0.47812, 0.82200], [-1.30923, 2.18438, 1.73729], [-2.63708, 2.31530, 0.71720], [-0.97619, 2.73801, 0.13435], [2.55479, 0.76151, -0.13085], [2.26538, -0.57534, 1.05324], [2.63532, 1.12545, 1.52251]], "lowdin_spin": [-0.002, -0.001, 0.000, 0.180, 0.580, 0.000, 0.049, 0.025, 0.007, 0.063, 0.003, 0.089, 0.004, 0.003, 0.000]}

=====

{"formula": "C29H25LiN5S2", "method": "wB97M-V/def2-TZVPD", "lumo_ev": -2.73, "homo_lumo_gap_ev": 7.7908, "homo_ev": -10.52, "energy_ha": -2197.767130, "spin_multiplicity": 1, "total_charge": 1, "species": ["Li", "C", "C", "C", "C", "C", "C", "N", "C", "C", "C", "C", "C", "N", "C", "C", "C", "C", "C", "C", "N", "H", "H", "H", "H", "H", "H", "H", "H", "H", "H", "H", "H", "H", "H", "H", "S", "C", "N", "C", "C", "C", "C", "C", "C", "H", "H", "H", "H", "H", "S", "C", "N", "C", "C", "C", "C", "H", "H", "H", "H", "H"], "coordinates": [[-0.16419, -0.61618, -0.73288], [-0.19284, -3.82735, 0.28551], [0.14776, -2.90952, 1.41939], [0.35789, -3.40096, 2.70806], [0.67281, -2.51557, 3.72111], [0.78451, -1.16598, 3.42810], [0.56802, -0.75040, 2.12169], [0.24741, -1.60889, 1.14600], [0.70445, 0.66682, 1.70051], [1.06773, 1.70535, 2.55382], [1.16008, 2.98471, 2.03151], [0.89330, 3.20457, 0.69000], [0.52946, 2.11673, -0.10017], [0.45269, 0.89367, 0.41475], [0.19934, 2.20754, -1.54579], [0.19584, 3.41016, -2.23854], [-0.12423, 3.39830, -3.58735], [-0.41676, 2.19510, -4.19849], [-0.38889, 1.02500, -3.43877], [-0.69378, -0.30665, -4.05447], [-0.09464, 1.04430, -2.14077], [0.05083, -4.86061, 0.52352], [0.35067, -3.51989, -0.60899], [-1.26247, -3.76868, 0.07569], [0.26967, -4.46037, 2.90619], [0.83845, -2.87056, 4.72981], [1.03956, -0.46180, 4.20680], [1.26956, 1.53308, 3.60073], [1.43610, 3.81270, 2.67110], [0.95704, 4.20286, 0.28258], [0.43109, 4.34286, -1.74684], [-0.13851, 4.32100, -4.15198], [-0.66415, 2.15378, -5.25029], [-0.57873, -0.27955, -5.13582], [-1.72504, -0.58435, -3.82752], [-0.03095, -1.06428, -3.63573], [-4.33304, -2.30164, -1.56655], [-2.62843, -2.04085, -1.61870], [-2.16270, -1.10693, -0.85866], [-3.18100, -0.50120, -0.14365], [-3.03816, 0.54022, 0.77477], [-4.16080, 1.02848, 1.40732], [-5.42928, 0.50012, 1.14068], [-5.59379, -0.52884, 0.23637], [-4.46013, -1.02426, -0.39957], [-2.01044, -2.65111, -2.26403], [-2.05220, 0.94237, 0.96842], [-4.06500, 1.83376, 2.12351], [-6.29241, 0.90589, 1.65068], [-6.57074, -0.94095, 0.02256], [2.24270, -1.44914, -1.76044], [3.17852, -0.72648, -0.58116], [3.59341, 0.56675, -0.75219], [4.36667, 1.25006, 0.12584], [4.80336, 0.65341, 1.26288], [4.44589, -0.69628, 1.48710], [3.66434, -1.36539, 0.59164], [3.28749, 1.00772, -1.60908], [4.61597, 2.26846, -0.13538], [5.42561, 1.18972, 1.96285], [4.80585, -1.19849, 2.37610], [3.39928, -2.40232, 0.73619]], "nbo_charge": [0.816, -0.656, 0.244, -0.236, -0.147, -0.253, 0.240, -0.495, 0.167, -0.226, -0.160, -0.188, 0.173, -0.493, 0.154, -0.235, -0.145, -0.233, 0.258, -0.652, -0.475, 0.229, 0.244, 0.229, 0.230, 0.230, 0.221, 0.228, 0.232, 0.220, 0.221, 0.231, 0.230, 0.231, 0.229, 0.236, 0.440, -0.107, -0.502, 0.074, -0.154, -0.218, -0.193, -0.206, -0.217, 0.230, 0.210, 0.223, 0.228, 0.232, -0.282, 0.083, -0.509, 0.068, -0.296, -0.122, -0.263, 0.436, 0.226, 0.241, 0.233, 0.245]}

=====

{"formula": "C4H41N2O15", "method": "wB97M-V/def2-TZVPD", "lumo_ev": -2.34, "homo_lumo_gap_ev": 10.5098, "homo_ev": -12.85, "energy_ha": -1414.808486, "spin_multiplicity": 1, "total_charge": 1, "species": ["C", "C", "C", "N", "C", "N", "H", "H", "H", "H", "H", "H", "H", "H", "H", "H", "H", "H", "H", "O", "H", "H", "O", "H", "H", "O", "H", "H", "O", "H", "H", "O", "H", "H", "O", "H", "H", "O", "H", "H", "O", "H", "H", "O", "H", "H", "O", "H", "H", "O", "H", "H", "O", "H", "H", "O", "H", "H", "O", "H", "H", "O"], "coordinates": [[-2.33924, 3.10271, 2.69367], [-2.70087, 3.26640, 1.24293], [-2.30817, 1.93508, 0.39815], [0.64386, 1.62587, 0.10361], [-0.09219, 2.28163, -0.74012], [-1.40348, 2.46532, -0.74553], [-2.65839, 3.90438, 3.23056], [-2.65520, 2.15624, 3.26294], [-1.25293, 3.29003, 2.86086], [-2.32058, 4.19930, 0.81113], [-3.85734, 3.16408, 1.09942], [-3.24101, 1.40993, -0.05299], [-1.83951, 1.06305, 0.85298], [1.58377, 1.62000, -0.32378], [0.33147, 0.90824, 0.92344], [0.46543, 3.05423, -1.46469], [-2.00626, 2.58385, -1.65559], [-1.85518, 1.55188, -3.32464], [-2.02301, 2.55163, -4.51419], [-2.05364, 2.46558, -3.58747], [-2.16727, -1.04463, -3.35117], [-1.36814, -0.69557, -4.68174], [-1.95740, -0.21880, -3.94080], [3.34253, -3.74149, 0.79580], [2.82563, -3.31470, -0.61341], [3.48800, -3.14307, 0.12891], [-3.02768, -1.61970, 2.66326], [-1.67258, -0.97574, 3.08097], [-2.08580, -1.70278, 2.75787], [-0.88111, -2.92228, -1.71248], [-0.63413, -1.51945, -1.10611], [-0.90380, -1.98741, -1.94746], [1.07257, -0.12632, -4.89007], [0.13209, -0.75468, -3.93302], [0.71214, -0.90231, -4.63832], [-1.18344, -1.52187, 1.01434], [0.23381, -2.04978, 0.94714], [-0.38263, -1.27969, 0.61502], [3.02874, -1.58777, 0.59513], [3.98175, -0.51155, 1.39521], [3.08676, -0.63180, 0.86547], [-0.25087, -3.36098, 2.75668], [1.10968, -2.93731, 2.73893], [0.50767, -3.30756, 2.16439], [2.09944, 1.71449, 2.62885], [2.10635, 0.00879, 2.52715], [1.53232, 0.93017, 2.51074], [0.30195, 4.91963, -1.92942], [-0.02109, 4.55592, -3.39198], [0.65466, 4.32911, -2.69420], [1.36763, -4.82640, -1.45380], [1.39126, -3.44032, -2.13294], [1.13360, -3.84742, -1.36764], [3.01149, -2.54423, -4.04635], [1.57748, -2.14250, -3.76757], [2.26844, -2.78919, -3.54340], [-0.53318, 0.86421, 4.61017], [-0.10056, 0.26442, 3.25771], [-0.88422, 0.38907, 3.80390], [3.01759, -2.40737, 3.72129], [3.08303, -1.13017, 4.54933], [2.56980, -1.59038, 3.94293]], "nbo_charge": [-0.621, -0.405, -0.238, -0.756, 0.337, -0.606, 0.216, 0.231, 0.200, 0.225, 0.214, 0.216, 0.211, 0.433, 0.499, 0.265, 0.480, 0.508, 0.491, -0.994, 0.522, 0.492, -1.011, 0.471, 0.516, -0.965, 0.487, 0.493, -0.983, 0.495, 0.509, -1.031, 0.479, 0.491, -0.938, 0.494, 0.522, -1.019, 0.507, 0.475, -1.008, 0.499, 0.469, -0.933, 0.494, 0.547, -1.038, 0.477, 0.498, -0.935, 0.487, 0.496, -0.973, 0.484, 0.497, -0.993, 0.496, 0.501, -0.988, 0.481, 0.486, -0.955]}

=====

{"formula": "C3H4P2", "method": "wB97M-V/def2-TZVPD", "lumo_ev": [-0.77, -0.93], "homo_lumo_gap_ev": [7.4425, 7.3698], "homo_ev": [-8.21, -8.30], "energy_ha": -799.168968, "spin_multiplicity": 1, "species": ["C", "P", "C", "P", "C", "H", "H", "H", "H"], "coordinates": [[-0.62814, 1.38196, -0.47335], [-0.72350, 0.33664, -1.77883], [0.10915, -1.15180, -0.92563], [0.11954, -0.97596, 0.74922], [0.53102, 0.59833, 1.17607], [-0.76631, 2.41722, -0.34130], [0.03598, -2.15516, -1.29952], [1.09354, -1.72934, 0.95808], [0.22871, 1.27812, 1.93525]], "nbo_charge": [-0.640, 0.654, -0.937, 0.936, -0.624, 0.199, 0.237, -0.038, 0.213]}